ORCA calculation (ωB97M-V/def2-TZVPD) on one molecule with the formula C3H5N2OP in a non-equilibrium geometry.

Geometry as XYZ:
```
12
Properties=species:S:1:pos:R:3:forces:R:3
C -1.55552 -0.70838 0.23014 0.128 0.703 -0.894
C -1.45348 0.62231 -0.44308 1.025 -0.272 0.408
C -0.54156 -1.59274 0.29261 0.254 -1.349 -0.185
N 1.30093 0.02926 0.28561 2.668 1.900 1.158
N 2.35968 0.96657 0.17197 -1.053 -2.285 0.283
O -0.48329 1.31731 -0.35633 0.100 1.576 -0.505
P 1.16367 -1.34029 -0.46513 -1.182 -0.049 -0.152
H -2.60059 -0.71296 0.51150 -0.103 -1.445 0.666
H -2.27952 1.04329 -1.01600 -0.880 -0.490 -0.138
H -0.58324 -2.64012 0.69570 -0.810 1.099 -0.182
H 2.20489 1.68703 0.84317 -0.306 0.491 0.182
H 2.46804 1.32872 -0.75014 0.158 0.121 -0.642
```
Positions in Å, forces in eV/Å.

**SMILES**: N/N=P/C=C\C=O
**Energy relative to the best compared isomer or geometry (same formula, charge and spin)**: 100.63 kcal per mole
**Gap between HOMO and LUMO (spin up / spin down)**: 0.292 / 0.292 Eh
**LUMO energy (spin up / spin down)**: 0.05 / 0.05 eV
**Spin multiplicity**: 1
**Total charge**: 0

=====

ORCA calculation (ωB97M-V/def2-TZVPD) on one molecule with the formula C3H5N5 in a non-equilibrium geometry.

Geometry as XYZ:
```
13
Properties=species:S:1:pos:R:3:forces:R:3
C 0.27149 0.38568 -0.05525 1.441 -1.139 -0.065
C -0.77106 1.38560 -0.07260 -0.708 0.053 0.194
C -0.23024 -1.00219 -0.12315 -0.251 0.439 0.023
H 2.40624 -1.13516 0.45196 0.005 1.219 -0.450
H 3.42491 0.18294 0.05211 0.697 0.526 0.283
H -0.54386 2.44680 -0.04158 0.029 -0.153 -0.285
H -3.27386 -0.49371 0.08687 0.755 0.474 -0.028
H 0.47199 -1.80752 -0.28130 -0.209 -0.210 0.039
N 2.52167 -0.20454 -0.00062 -1.184 -2.168 -0.081
N 1.52297 0.70232 -0.03329 -0.685 1.156 0.250
N -2.02337 1.05159 -0.01733 1.258 1.231 0.175
N -2.28382 -0.23335 0.08632 -2.808 -1.253 0.057
N -1.49305 -1.27845 -0.05214 1.659 -0.176 -0.111
```
Positions in Å, forces in eV/Å.

**SMILES**: NN=c1cn[nH]nc1
**Energy relative to the best compared isomer or geometry (same formula, charge and spin)**: 77.53 kcal per mole
**Gap between HOMO and LUMO**: 0.303 Eh
**LUMO energy**: 0.83 eV
**Spin multiplicity**: 1
**Total charge**: 0

=====

ORCA calculation (ωB97M-V/def2-TZVPD) on a 6-piece molecular cluster, C28H55Cl2F7N5O16S5 overall in a non-equilibrium geometry.

Geometry as XYZ:
```
118
Properties=species:S:1:pos:R:3:forces:R:3
C 0.61403 4.31477 -0.70727 -0.645 1.087 0.645
C 0.09631 3.85248 0.75127 0.172 0.382 -1.672
Cl -1.43930 4.86726 1.03296 0.965 -0.966 0.161
C -0.33618 2.31046 0.70070 -0.393 1.171 -1.004
Cl 0.21272 1.42361 -0.84358 -0.139 0.406 1.195
N -0.01302 1.48462 1.87468 -4.180 -0.710 -1.371
C -1.03497 0.59885 2.27852 3.402 -1.739 3.769
C -2.46555 0.21326 1.77217 -1.544 2.149 -1.443
F -3.33987 1.26787 2.16317 1.747 -2.014 -0.672
F -2.58208 0.12192 0.36015 0.658 0.134 2.924
C -3.07105 -1.13205 2.36937 -2.231 -0.667 0.247
F -4.32251 -1.32402 1.72584 2.609 0.715 1.125
F -3.35909 -1.04509 3.73390 0.874 0.121 -2.792
C -2.21479 -2.45134 2.07340 0.407 -2.487 1.264
F -1.16899 -2.27739 1.17107 -2.212 -0.174 1.856
F -3.03842 -3.50008 1.63195 1.917 2.616 0.671
F -1.71064 -2.88469 3.31937 -0.536 0.918 -3.060
N -0.63965 -0.11999 3.44316 2.022 4.365 -4.128
C 0.67170 0.43793 3.64284 -1.090 -0.688 -0.049
N 1.30627 -0.01447 4.72229 0.516 0.687 0.366
C 2.61239 0.39409 5.24019 2.684 -1.898 -0.199
C 3.83336 -0.50864 4.44633 -1.638 -2.654 2.440
C 4.76506 -1.44516 5.48972 0.671 1.321 -2.507
O 3.64280 -1.98086 4.44876 1.111 5.180 -1.861
N 1.11675 1.39565 2.68040 -2.001 -3.123 2.018
C 2.38226 2.14421 2.51264 1.160 1.757 -1.114
C 2.96820 2.18027 1.00188 0.779 1.710 -0.684
N 3.61152 3.25579 0.61937 -1.755 -2.883 0.691
H 0.70058 5.45806 -0.65246 0.124 -1.715 -0.083
H -0.21721 4.12754 -1.47343 1.362 0.077 1.127
H 1.60706 3.85886 -0.99526 -1.317 0.517 0.359
H 0.79052 4.14747 1.58896 -0.730 -0.602 -1.051
H -1.47579 2.35385 0.55950 1.788 -0.425 0.597
H 0.80149 -0.73486 5.27000 0.367 0.657 -0.653
H 2.89734 1.48081 5.13914 -0.806 -1.147 0.119
H 2.74179 0.05504 6.32689 -0.511 0.604 -1.712
H 4.38942 0.00666 3.52871 -1.048 -1.445 1.998
H 5.19333 -2.47874 5.32942 -0.331 0.538 1.994
H 5.69247 -0.94998 4.96426 -0.711 -1.247 -0.567
H 2.20174 3.20718 2.91168 0.460 -1.461 -0.885
H 3.27167 1.75795 3.09721 -1.709 -0.151 -0.389
H 2.87007 1.28715 0.29115 -0.159 0.964 1.444
H 3.94017 3.10311 -0.35683 -0.040 0.185 0.655
O -2.57536 -1.55739 9.18869 0.471 -0.198 -0.565
S -1.65798 -2.59797 8.80984 -0.264 -0.763 0.355
O -0.58523 -2.36064 7.87581 -0.454 0.316 0.161
O -2.49910 -3.88799 8.32126 0.627 0.463 0.641
C -3.44625 -3.71907 7.26460 -0.537 0.134 -0.852
C -2.76088 -3.57063 5.92056 0.225 0.175 -0.010
C -0.96896 -3.31789 10.27208 -0.056 -0.139 -0.037
H -4.10464 -2.87035 7.47028 0.154 -0.003 0.134
H -4.07128 -4.61464 7.25151 0.211 0.011 0.330
H -2.18011 -2.64734 5.87849 -0.091 -0.049 -0.014
H -3.49197 -3.54377 5.11056 -0.047 -0.076 0.138
H -2.06744 -4.39709 5.74755 -0.122 0.001 0.003
H -1.77251 -3.53424 10.97430 0.023 0.032 -0.109
H -0.27737 -2.59441 10.70234 -0.080 0.054 -0.118
H -0.43284 -4.22589 9.99985 -0.058 0.071 -0.033
O 3.37302 5.07088 -3.62990 0.464 -0.466 0.407
S 4.06476 3.87173 -4.02347 0.112 -0.088 -1.215
O 4.53266 2.90911 -3.05522 -0.285 0.581 0.213
O 5.28458 4.26574 -5.00444 -0.894 -0.435 0.279
C 6.25788 5.20476 -4.53959 0.781 0.550 0.472
C 7.19655 4.58601 -3.52035 -0.086 -0.192 0.237
C 3.08378 3.01311 -5.21883 0.111 0.015 -0.076
H 5.76888 6.09681 -4.13804 -0.139 -0.145 -0.039
H 6.83517 5.51960 -5.41159 -0.323 -0.196 -0.112
H 6.66459 4.31989 -2.60492 0.044 0.057 -0.051
H 7.99331 5.28330 -3.25415 -0.053 0.007 -0.122
H 7.64126 3.66899 -3.91370 0.014 0.122 -0.029
H 2.74848 3.71908 -5.97704 0.082 -0.003 0.092
H 2.22715 2.58423 -4.69932 0.089 0.029 0.065
H 3.68232 2.21838 -5.66253 -0.023 0.040 0.064
O -3.47260 -8.48769 -2.17455 -0.368 0.116 0.543
S -3.60800 -8.58355 -0.74579 0.281 -0.021 0.365
O -4.85897 -8.92586 -0.12340 0.422 0.226 -0.562
O -3.04519 -7.22481 -0.07303 0.187 -0.773 -0.126
C -3.60325 -5.97861 -0.49273 -0.584 0.738 -0.207
C -4.99203 -5.76526 0.08102 -0.239 -0.188 -0.011
C -2.36352 -9.67729 -0.12327 0.127 0.143 0.072
H -3.60970 -5.90812 -1.58427 0.027 -0.200 0.049
H -2.94076 -5.19267 -0.12429 0.184 -0.367 0.017
H -5.69972 -6.49341 -0.31925 0.055 0.074 0.014
H -5.36391 -4.76777 -0.16290 0.122 -0.004 0.009
H -4.98296 -5.88723 1.16680 0.047 0.073 -0.070
H -1.40279 -9.40841 -0.55974 -0.100 0.016 0.016
H -2.63892 -10.69036 -0.41397 -0.104 0.115 -0.058
H -2.33521 -9.59855 0.96250 -0.050 0.027 -0.082
O -1.74636 5.43608 -2.72422 -0.564 -0.042 0.038
S -2.83279 6.36404 -2.90856 -0.307 0.703 -0.560
O -4.07078 6.23581 -2.18715 0.711 -0.344 -0.141
O -3.15750 6.48567 -4.48562 0.437 0.350 0.852
C -3.46325 5.29294 -5.21227 -0.427 -0.867 -0.426
C -4.85904 4.78543 -4.90067 -0.122 -0.029 0.302
C -2.22549 8.00957 -2.67453 0.057 0.016 -0.170
H -2.70965 4.52350 -5.02109 0.032 0.154 0.128
H -3.40343 5.54491 -6.27338 0.159 0.289 0.215
H -4.93739 4.45959 -3.86173 0.011 0.002 -0.083
H -5.11382 3.93649 -5.53826 0.082 0.093 -0.055
H -5.59777 5.57654 -5.04747 0.073 -0.070 -0.074
H -1.30454 8.13321 -3.24256 -0.087 -0.048 0.014
H -2.03252 8.14235 -1.61048 -0.056 -0.141 -0.032
H -2.98559 8.71632 -3.00391 0.016 -0.107 0.010
O 1.49237 -0.29294 -4.96231 0.384 -0.092 -0.392
S 2.40846 -1.34160 -5.33143 -0.007 -0.894 -0.046
O 3.52394 -1.10175 -6.20776 -0.628 0.335 0.358
O 1.56846 -2.60297 -5.88719 0.562 0.485 0.799
C 0.66944 -2.39504 -6.98040 -0.504 0.175 -0.978
C 1.40936 -2.22951 -8.29481 0.268 0.190 -0.030
C 3.02087 -2.10911 -3.85893 -0.107 -0.127 0.026
H 0.01636 -1.54028 -6.78262 0.150 -0.008 0.146
H 0.03197 -3.28005 -7.03836 0.201 -0.001 0.346
H 2.00654 -1.31573 -8.29889 -0.067 -0.053 -0.015
H 0.70811 -2.17518 -9.12979 -0.037 -0.074 0.109
H 2.09500 -3.06402 -8.45816 -0.126 0.014 -0.002
H 2.18389 -2.32826 -3.19743 0.028 0.005 -0.103
H 3.70532 -1.40852 -3.38145 -0.050 0.061 -0.145
H 3.55296 -3.01957 -4.13052 -0.054 0.079 -0.039
```
Positions in Å, forces in eV/Å.

**Gap between HOMO and LUMO**: 0.276 Eh
**LUMO energy**: -4.03 eV
**Spin multiplicity**: 1
**Total charge**: +1

=====

ORCA calculation (ωB97M-V/def2-TZVPD) on one molecule with the formula C3H4N2S2 in a non-equilibrium geometry.

Geometry as XYZ:
```
11
Properties=species:S:1:pos:R:3:forces:R:3
C -0.12104 1.51087 0.88325 -1.771 -1.551 -1.257
C -0.01748 -0.76603 -0.81222 -0.833 -2.614 0.551
C -1.38168 -0.24359 -0.85350 1.283 -1.170 -1.420
H -1.01611 1.02676 1.42353 1.365 0.171 -1.405
H -0.45531 2.19017 0.08855 -0.126 -0.245 0.423
H 0.28322 2.07144 1.67071 1.620 0.632 0.782
H 2.06231 -1.63446 0.52256 -0.852 -1.215 -1.901
N 0.22818 -2.07382 -1.12510 -1.076 5.049 1.277
N -2.41712 0.12563 -1.17090 -0.760 0.393 0.327
S 1.10453 0.29789 0.02092 -1.048 1.237 1.310
S 1.73050 -2.50486 -0.64780 2.199 -0.688 1.314
```
Positions in Å, forces in eV/Å.

**SMILES**: CS/C(C#N)=N\S
**Energy relative to the best compared isomer or geometry (same formula, charge and spin)**: 68.87 kcal per mole
**Gap between HOMO and LUMO**: 0.302 Eh
**LUMO energy**: -0.62 eV
**Spin multiplicity**: 1
**Total charge**: 0

=====

ORCA calculation (ωB97M-V/def2-TZVPD) on a 2-piece molecular cluster, C6H12N2O2 overall in a non-equilibrium geometry.

Geometry as XYZ:
```
22
Properties=species:S:1:pos:R:3:forces:R:3
C 4.01515 -3.24182 0.22133 0.038 -0.164 -0.148
C 3.12420 -2.44568 1.17326 0.123 -0.096 0.026
N 3.19213 -1.00755 0.91670 0.642 -0.555 -0.476
C 2.42988 -0.34079 0.00826 -2.317 2.039 2.329
O 2.56714 0.87519 -0.17926 0.457 -1.500 -0.984
N 1.18310 -0.95088 -0.27347 0.426 0.094 -0.370
C 0.66321 -2.06790 0.47272 0.063 0.131 0.025
C 0.96104 -3.46238 0.00394 -0.176 -0.226 -0.169
C 1.66711 -2.89538 1.20896 -0.030 -0.057 0.271
H 3.75728 -3.04606 -0.82821 0.039 0.011 0.244
H 5.06787 -2.96607 0.37268 -0.246 -0.068 -0.067
H 3.90458 -4.31852 0.40891 0.070 0.231 -0.025
H 3.51844 -2.58294 2.18920 -0.098 0.064 -0.191
H 4.06166 -0.54292 1.14284 -0.183 -0.007 -0.143
H 0.49168 -0.26480 -0.55411 0.369 -0.046 0.103
H -0.29644 -1.86951 0.95243 0.269 -0.055 -0.121
H 0.20356 -4.22654 0.17751 0.256 0.161 -0.058
H 1.52259 -3.56083 -0.92524 -0.138 0.061 0.244
H 1.34029 -3.27838 2.17567 0.106 0.088 -0.265
H 1.39860 -1.33914 -2.37904 3.058 0.003 -1.124
O 2.35395 -1.37681 -2.80200 -2.708 -0.213 0.914
H 2.42529 -0.56879 -3.31717 -0.019 0.105 -0.016
```
Positions in Å, forces in eV/Å.

**SMILES**: C[C@H]1NC(=O)N[C@H]2C[C@H]21.O
**Energy relative to the best compared isomer or geometry (same formula, charge and spin)**: 21.47 kcal per mole
**Gap between HOMO and LUMO**: 0.361 Eh
**LUMO energy**: 0.78 eV
**Spin multiplicity**: 1
**Total charge**: 0

=====

ORCA calculation (ωB97M-V/def2-TZVPD) on an isolated ion of composition C5H9N2 and charge +1 in a non-equilibrium geometry.

Geometry as XYZ:
```
16
Properties=species:S:1:pos:R:3:forces:R:3
C 1.87672 0.04658 0.22890 7.362 -0.830 -1.671
C 3.35903 -0.04219 0.26072 -2.169 -0.072 7.998
C 0.57854 0.14094 0.52464 -0.869 0.735 -1.205
C -1.29006 -1.21630 -0.06375 -0.138 -3.418 -1.298
C -1.48470 1.15028 -0.16576 -0.412 0.192 0.346
N 2.84919 -0.12636 -0.90352 -5.418 0.195 -6.863
N -0.56069 0.02220 -0.48136 -0.355 -1.173 3.098
H 4.18652 0.25172 0.83678 0.880 0.452 0.399
H 0.18279 0.46624 1.48370 0.145 -0.156 -0.157
H -1.85791 -1.58333 -1.02009 0.749 0.585 2.055
H -0.55440 -2.07448 0.24558 -1.253 1.744 -0.749
H -1.96976 -1.03372 0.79069 0.409 0.096 -0.685
H -1.54605 1.10892 1.01795 -0.550 0.560 -2.771
H -0.89507 2.01840 -0.52993 -1.148 0.018 0.425
H -2.46795 0.92426 -0.74843 1.657 0.854 1.348
H -0.40619 -0.05313 -1.47612 1.109 0.217 -0.268
```
Positions in Å, forces in eV/Å.

**Energy relative to the best compared isomer or geometry (same formula, charge and spin)**: 100.10 kcal per mole
**Gap between HOMO and LUMO (spin up / spin down)**: 0.252 / 0.244 Eh
**LUMO energy (spin up / spin down)**: -3.34 / -7.45 eV
**Spin multiplicity**: 3
**Total charge**: +1

=====

ORCA calculation (ωB97M-V/def2-TZVPD) on a 2-piece molecular cluster, C2H3NO4 overall in a non-equilibrium geometry.

Geometry as XYZ:
```
10
Properties=species:S:1:pos:R:3:forces:R:3
C -1.47480 1.00975 0.40317 -0.310 -1.593 -1.341
C 2.01861 0.17107 -0.14323 0.454 -2.076 -0.057
N -1.05921 -0.12667 0.11442 -0.302 -2.462 -1.051
O -1.99565 1.95157 0.76230 -0.608 2.108 0.743
O -1.66339 -0.95061 -0.92778 -0.166 2.205 -0.268
O -0.07213 -0.65466 0.68748 1.080 -0.645 1.458
O 1.43994 0.96442 -0.80513 -0.262 1.191 -1.170
H 2.40107 -0.83687 -0.46014 -0.308 0.517 -0.701
H 2.23821 0.27730 0.88577 0.253 0.816 1.623
H -1.83266 -1.80529 -0.51686 0.171 -0.061 0.764
```
Positions in Å, forces in eV/Å.

**SMILES**: O=C=[N+]([O-])O.C=O
**Energy relative to the best compared isomer or geometry (same formula, charge and spin)**: 165.42 kcal per mole
**Gap between HOMO and LUMO**: 0.315 Eh
**LUMO energy**: -0.60 eV
**Spin multiplicity**: 1
**Total charge**: 0

=====

ORCA calculation (ωB97M-V/def2-TZVPD) on an isolated ion of composition C10H13INO and charge +1 in a non-equilibrium geometry.

Geometry as XYZ:
```
26
Properties=species:S:1:pos:R:3:forces:R:3
C 2.59687 -0.77697 0.86020 -0.519 1.997 -0.350
C 1.95460 0.45677 0.62685 1.684 0.518 1.144
C 1.90920 -1.87568 0.56488 0.147 -3.703 -0.301
C 0.68738 0.57221 0.08603 0.203 -2.617 -0.142
C 0.05720 -0.65331 -0.36238 1.697 0.640 0.673
C 0.66544 -1.89865 -0.07758 -0.858 1.654 -0.945
C -1.28058 1.98586 0.87931 0.535 -1.485 -1.136
C -0.00477 1.87389 0.03591 -2.238 -0.830 -0.853
C -3.21540 0.66492 1.06825 0.710 0.397 -0.929
C 0.00082 -3.15484 -0.50531 -0.224 -0.949 -2.953
N -0.37029 2.15589 -1.42122 -2.659 -1.938 1.050
O -2.32952 1.19242 0.20828 -0.222 -0.005 1.452
I -4.65635 -0.36143 -0.10370 0.262 0.132 0.093
H 3.60394 -0.91628 1.21610 0.091 0.628 0.237
H 2.58540 1.28316 0.98490 -0.852 0.296 -0.385
H 2.48324 -2.81936 0.77398 -1.152 0.607 -0.371
H -0.96189 1.57197 1.80958 -0.526 -0.421 0.918
H -1.63069 2.97791 1.01431 -0.361 0.965 -0.052
H 0.63173 2.60336 0.36480 1.710 2.095 0.690
H -0.79480 -0.57413 -1.02566 -0.490 -0.492 0.323
H -0.85017 -3.37842 0.05658 -1.674 0.140 1.054
H -0.38321 -3.28403 -1.63954 1.163 0.849 2.430
H 0.59229 -4.02349 -0.30741 0.853 -0.410 -0.107
H -0.74271 1.14301 -1.71387 0.094 3.099 0.204
H 0.48544 2.23275 -1.89157 1.476 0.751 -1.328
H -1.03315 3.00249 -1.50175 1.150 -1.918 -0.418
```
Positions in Å, forces in eV/Å.

**Energy relative to the best compared isomer or geometry (same formula, charge and spin)**: 54.73 kcal per mole
**Gap between HOMO and LUMO**: 0.313 Eh
**LUMO energy**: -3.54 eV
**Spin multiplicity**: 1
**Total charge**: +1

=====

| no. | calculated total energy (Eh) |
| --- | --- |
| 1 | -643.27956 |
| 2 | -390.99486 |
| 3 | -6187.23076 |
| 4 | -1022.50589 |
| 5 | -495.80331 |
| 6 | -304.86557 |
| 7 | -433.49995 |
| 8 | -816.15465 |